Entry 1:
Density functional theory data (ωB97M-V/def2-TZVPD) for a structure of composition C20H21Zr.

HOMO, eV: -18.84
LUMO level, hartree: -0.4687
Net charge: +3

Element x y z (Å)
Zr (0.136, -0.091, 1.318)
C (1.253, 1.869, 5.446)
C (0.540, 1.067, 4.353)
C (0.770, -0.450, 4.524)
C (0.989, 1.481, 2.964)
C (2.178, 0.958, 2.410)
C (2.465, 1.125, 1.062)
C (1.610, 1.869, 0.205)
C (1.932, 2.050, -1.245)
C (0.487, 2.474, 0.788)
C (0.181, 2.288, 2.147)
H (0.913, 1.538, 6.428)
H (1.039, 2.933, 5.356)
H (2.334, 1.726, 5.400)
H (-0.529, 1.284, 4.424)
H (1.788, -0.671, 4.849)
H (0.623, -1.067, 3.600)
H (0.104, -0.868, 5.278)
H (2.865, 0.404, 3.041)
H (3.365, 0.679, 0.649)
H (1.073, 1.829, -1.881)
H (2.778, 1.440, -1.555)
H (2.193, 3.099, -1.415)
H (-0.153, 3.097, 0.177)
H (-0.716, 2.743, 2.555)
C (-4.112, -2.341, 2.760)
C (-2.725, -2.457, 2.833)
C (-1.917, -1.579, 2.122)
C (-2.431, -0.560, 1.286)
C (-1.644, 0.436, 0.532)
C (-2.309, 1.365, -0.289)
C (-3.682, 1.375, -0.392)
C (-4.436, 0.484, 0.374)
C (-3.854, -0.475, 1.226)
C (-4.665, -1.368, 1.961)
H (-4.742, -3.027, 3.311)
H (-2.274, -3.237, 3.432)
H (-0.865, -1.874, 2.210)
H (-1.740, 2.074, -0.876)
H (-4.177, 2.079, -1.047)
H (-5.518, 0.520, 0.308)
H (-5.742, -1.281, 1.876)

---

Entry 2:
Density functional theory data (ωB97M-V/def2-TZVPD) for a cluster of 2 separate species, C6H12O in total.

Relative energy (zero: lowest compared OMol25 entry of this formula, charge and spin), kcal/mol: 46.47
Structure (SMILES): C=C(C)/C=C/C.O
HOMO, eV: -9.13
LUMO level, hartree: 0.0350

Element x y z (Å)
C (2.010, 0.382, -2.765)
C (0.768, 0.613, -1.951)
C (-0.435, 0.616, -2.533)
C (0.835, 0.323, 1.940)
C (0.847, -0.032, 0.500)
C (0.867, 0.857, -0.488)
H (2.389, -0.643, -2.739)
H (1.742, 0.781, -3.743)
H (2.790, 1.005, -2.320)
H (-0.620, 0.436, -3.576)
H (-1.308, 0.873, -1.936)
H (1.362, -0.435, 2.533)
H (-0.074, 0.583, 2.487)
H (1.383, 1.252, 2.153)
H (0.901, -1.075, 0.214)
H (0.841, 1.937, -0.328)
H (-5.227, -3.052, 4.298)
H (-4.609, -1.786, 4.345)
O (-4.462, -2.635, 3.911)

---

Entry 3:
Density functional theory data (ωB97M-V/def2-TZVPD) for a structure of composition C9H30As2F12N3O3.

Spin multiplicity: 2
HOMO (alpha / beta), eV: -9.55 / -9.55
LUMO level (alpha / beta), hartree: -0.0454 / -0.2580

Element x y z (Å)
N (-18.781, -0.541, -12.715)
H (-18.655, -1.412, -13.210)
H (-18.060, -0.272, -12.061)
H (-19.645, -0.734, -12.229)
H (-19.067, 0.191, -13.349)
As (-22.852, 2.344, -11.955)
F (-24.078, 1.162, -11.347)
F (-22.232, 2.379, -10.226)
F (-21.677, 3.670, -12.295)
F (-23.416, 2.239, -13.673)
F (-24.016, 3.580, -11.448)
F (-21.700, 1.024, -12.408)
As (-21.864, -2.944, -11.771)
F (-20.423, -1.916, -11.223)
F (-21.892, -3.814, -10.184)
F (-23.313, -3.790, -12.416)
F (-21.681, -2.101, -13.324)
F (-20.808, -4.205, -12.352)
F (-22.854, -1.532, -11.161)
C (-17.104, -1.954, -15.225)
O (-18.341, -2.320, -14.567)
H (-17.321, -1.036, -15.772)
H (-16.134, -1.951, -14.727)
H (-16.902, -2.670, -16.021)
H (-19.000, -2.484, -15.246)
C (-16.370, -2.536, -11.226)
C (-15.499, -1.528, -10.461)
C (-15.435, -0.115, -11.038)
O (-16.768, 0.565, -11.027)
C (-16.577, 1.863, -11.662)
N (-16.090, -1.327, -9.133)
H (-17.318, -2.043, -11.438)
H (-16.413, -3.471, -10.666)
H (-15.866, -2.828, -12.147)
H (-14.454, -1.830, -10.381)
H (-14.871, -0.099, -11.971)
H (-14.778, 0.441, -10.369)
H (-17.463, 2.497, -11.710)
H (-16.063, 1.866, -12.623)
H (-15.885, 2.442, -11.050)
H (-16.865, -0.690, -9.014)
H (-16.417, -2.190, -8.723)
C (-18.597, 3.028, -14.619)
C (-19.932, 2.299, -14.852)
C (-20.849, 2.730, -16.092)
O (-20.591, 2.161, -17.348)
C (-19.636, 2.824, -18.088)
N (-19.757, 0.802, -14.939)
H (-17.741, 2.690, -15.203)
H (-18.370, 2.752, -13.589)
H (-18.679, 4.114, -14.651)
H (-20.588, 2.337, -13.982)
H (-20.883, 3.818, -16.031)
H (-21.883, 2.446, -15.897)
H (-19.499, 2.434, -19.097)
H (-18.673, 2.721, -17.589)
H (-19.844, 3.878, -18.272)
H (-19.404, 0.459, -15.821)
H (-20.716, 0.521, -15.090)

---

Entry 4:
Density functional theory data (ωB97M-V/def2-TZVPD) for an isolated molecule of C14H19BCl2N2O4.

Relative energy (zero: lowest compared OMol25 entry of this formula, charge and spin), kcal/mol: 60.99
Structure (SMILES): CC(C)C[C@H](NC(=O)CNC(=O)c1cc(Cl)ccc1Cl)B(O)O
HOMO, eV: -9.83
LUMO level, hartree: -0.0030

Element x y z (Å)
O (0.535, 0.871, 3.982)
O (0.968, 2.252, -0.848)
Cl (-3.722, -0.560, 6.913)
Cl (-2.282, 0.049, 0.916)
O (3.992, 0.332, -3.365)
O (2.589, 2.103, -2.893)
B (2.885, 0.713, -2.643)
C (-0.362, 0.795, 3.086)
C (1.500, 1.618, 0.053)
C (-4.244, -0.536, 4.243)
C (-3.982, -0.330, 2.926)
C (-2.061, 0.213, 4.826)
C (-3.297, -0.174, 5.192)
C (-2.726, 0.008, 2.565)
C (-1.773, 0.381, 3.474)
N (-0.117, 1.319, 1.874)
N (2.377, 0.596, -0.252)
C (1.172, 1.843, 1.522)
C (-0.804, -0.776, -3.657)
C (0.845, -2.605, -3.403)
C (0.603, -1.157, -3.207)
C (0.923, -0.728, -1.791)
C (2.309, -0.183, -1.523)
H (4.438, 1.128, -3.772)
H (1.922, 2.294, -2.219)
H (-5.247, -0.756, 4.551)
H (-4.715, -0.593, 2.224)
H (-1.274, 0.504, 5.485)
H (-0.810, 1.164, 1.044)
H (2.643, -0.043, 0.534)
H (1.149, 2.952, 1.553)
H (2.000, 1.511, 2.185)
H (-1.514, -0.979, -2.856)
H (-1.194, -1.420, -4.423)
H (-0.906, 0.274, -3.997)
H (0.669, -2.781, -4.443)
H (0.210, -3.399, -2.931)
H (1.887, -2.814, -2.985)
H (1.369, -0.516, -3.787)
H (0.810, -1.578, -1.084)
H (0.207, 0.049, -1.498)
H (3.031, -1.039, -1.567)

---

Entry 5:
Density functional theory data (ωB97M-V/def2-TZVPD) for an isolated molecule of C4H6F3NS.

Relative energy (zero: lowest compared OMol25 entry of this formula, charge and spin), kcal/mol: 89.01
HOMO, eV: -8.48
LUMO level, hartree: 0.0219

Element x y z (Å)
C (0.740, 0.766, -0.703)
C (-0.524, 1.515, -0.087)
C (-0.699, -0.764, 1.049)
C (0.930, -1.692, -0.828)
N (0.758, -0.567, -1.303)
F (0.834, -2.819, -1.539)
F (1.567, -1.991, 0.305)
F (-2.310, 1.070, 2.020)
S (-0.766, 0.821, 1.593)
H (1.074, 1.309, -1.562)
H (1.611, 0.867, -0.020)
H (-0.054, 2.562, 0.003)
H (-1.289, 1.507, -0.783)
H (-1.227, -0.997, 0.075)
H (-0.645, -1.586, 1.780)

---

Entry 6:
Density functional theory data (ωB97M-V/def2-TZVPD) for an isolated molecule of C7H8.

Relative energy (zero: lowest compared OMol25 entry of this formula, charge and spin), kcal/mol: 143.05
HOMO, eV: -8.52
LUMO level, hartree: -0.0029

Element x y z (Å)
C (-0.137, -1.558, -0.570)
C (-0.270, -0.124, -0.094)
C (0.247, 0.970, -0.932)
C (1.000, 0.631, 0.399)
C (2.277, 0.104, 0.059)
C (-1.441, 0.155, 0.717)
C (-2.417, 0.360, 1.392)
H (-1.018, -1.831, -1.160)
H (0.763, -1.670, -1.175)
H (-0.068, -2.239, 0.285)
H (0.797, 1.350, 1.197)
H (0.761, 0.703, -1.849)
H (-0.244, 1.938, -0.918)
H (3.027, 0.673, 0.651)
H (-3.277, 0.540, 1.998)

---

Entry 7:
Density functional theory data (ωB97M-V/def2-TZVPD) for an isolated molecule of C4H7NS3.

Relative energy (zero: lowest compared OMol25 entry of this formula, charge and spin), kcal/mol: 55.89
Structure (SMILES): C[C@H]1SCSNC1=S
HOMO, eV: -8.29
LUMO level, hartree: -0.0008

Element x y z (Å)
C (-0.508, 1.385, 0.887)
C (-0.493, 0.740, -0.508)
C (1.929, -0.553, -0.192)
C (-1.249, -0.575, -0.547)
H (-1.612, 1.156, 1.566)
H (-0.463, 2.559, 0.592)
H (0.595, 1.130, 1.538)
H (-0.898, 1.437, -1.218)
H (2.167, -0.244, 0.867)
H (2.831, -0.870, -0.854)
H (-1.085, -2.479, 0.119)
N (-0.579, -1.689, 0.015)
S (1.199, 0.733, -1.215)
S (1.045, -2.043, -0.289)
S (-2.880, -0.688, -0.761)

---

Entry 8:
Density functional theory data (ωB97M-V/def2-TZVPD) for a structure of composition C28H77CuKN7O15S2.

Spin multiplicity: 2
Relative energy (zero: lowest compared OMol25 entry of this formula, charge and spin), kcal/mol: 0.00
HOMO (alpha / beta), eV: -6.23 / -6.22
LUMO level (alpha / beta), hartree: 0.0710 / 0.0142
Net charge: -1

Element x y z (Å)
K (-0.152, 4.002, -0.546)
Cu (2.136, 1.244, -2.560)
S (0.343, 0.473, -0.609)
O (-0.097, -0.895, -0.489)
O (1.801, 0.519, -0.587)
O (0.006, 1.086, -1.898)
O (-0.167, 1.342, 0.460)
S (1.486, 3.709, -3.562)
O (0.099, 4.193, -3.601)
O (1.869, 3.338, -2.201)
O (1.583, 2.405, -4.239)
O (2.410, 4.683, -4.183)
C (3.388, 2.867, 3.663)
C (2.940, 1.677, 2.749)
C (2.058, 0.782, 3.573)
O (2.835, 0.299, 4.639)
C (2.081, -0.516, 5.555)
N (2.273, 2.266, 1.676)
H (3.885, 3.683, 3.139)
H (4.169, 2.519, 4.338)
H (2.654, 3.114, 4.431)
H (3.854, 1.267, 2.319)
H (1.630, 0.003, 2.941)
H (1.223, 1.397, 3.907)
H (2.580, -0.673, 6.511)
H (1.788, -1.463, 5.101)
H (1.091, -0.123, 5.787)
H (1.442, 2.703, 2.050)
H (1.884, 1.470, 1.192)
C (-1.809, 4.962, 3.761)
C (-1.117, 3.632, 3.460)
C (-1.716, 2.404, 4.191)
O (-1.574, 2.454, 5.557)
C (-2.138, 1.297, 6.228)
N (-0.995, 3.421, 2.013)
H (-1.265, 5.752, 3.244)
H (-1.753, 5.203, 4.823)
H (-2.837, 5.014, 3.401)
H (-0.113, 3.779, 3.857)
H (-1.137, 1.532, 3.888)
H (-2.725, 2.241, 3.813)
H (-1.616, 0.388, 5.931)
H (-3.209, 1.127, 6.119)
H (-1.986, 1.241, 7.306)
H (-1.908, 3.548, 1.599)
H (-0.625, 2.518, 1.754)
C (-3.035, -1.893, -1.903)
C (-2.056, -2.420, -2.971)
C (-2.684, -2.313, -4.350)
O (-3.751, -3.199, -4.542)
C (-4.352, -3.262, -5.833)
N (-0.810, -1.661, -2.958)
H (-3.260, -0.829, -1.974)
H (-2.563, -2.165, -0.960)
H (-3.928, -2.508, -2.014)
H (-2.001, -3.489, -2.767)
H (-1.893, -2.601, -5.043)
H (-2.956, -1.273, -4.530)
H (-5.289, -3.810, -5.731)
H (-3.698, -3.630, -6.624)
H (-4.712, -2.283, -6.147)
H (-0.993, -0.680, -3.108)
H (-0.574, -1.582, -1.979)
C (-4.547, -0.756, 1.572)
C (-3.135, -0.224, 1.869)
C (-2.163, -1.301, 2.428)
O (-2.611, -1.897, 3.638)
C (-1.840, -3.030, 4.075)
N (-2.624, 0.450, 0.665)
H (-4.835, -1.495, 2.319)
H (-4.571, -1.338, 0.650)
H (-5.283, 0.043, 1.662)
H (-3.173, 0.470, 2.708)
H (-1.215, -0.840, 2.707)
H (-2.019, -2.133, 1.739)
H (-2.387, -3.452, 4.917)
H (-0.791, -2.776, 4.227)
H (-1.935, -3.826, 3.336)
H (-1.700, 0.810, 0.858)
H (-2.306, -0.280, 0.044)
C (-3.525, 3.606, -4.284)
C (-2.841, 2.375, -3.764)
C (-1.923, 1.669, -4.777)
O (-2.644, 1.107, -5.873)
C (-1.716, 0.391, -6.693)
N (-2.054, 2.745, -2.607)
H (-4.222, 3.338, -5.079)
H (-2.857, 4.388, -4.644)
H (-4.261, 4.012, -3.590)
H (-3.512, 1.601, -3.392)
H (-1.352, 0.903, -4.252)
H (-1.253, 2.374, -5.269)
H (-1.343, -0.514, -6.216)
H (-0.832, 0.978, -6.942)
H (-2.194, 0.122, -7.636)
H (-1.308, 3.249, -3.064)
H (-1.494, 1.955, -2.320)
C (1.694, -2.752, 1.762)
C (1.803, -3.526, 0.425)
C (0.659, -4.570, 0.188)
O (0.801, -5.655, 1.042)
C (-0.289, -6.614, 0.966)
N (1.991, -2.595, -0.617)
H (0.837, -2.090, 1.636)
H (2.569, -2.135, 1.963)
H (1.372, -3.341, 2.622)
H (2.746, -4.072, 0.416)
H (0.895, -4.938, -0.810)
H (-0.296, -4.051, 0.107)
H (-0.311, -7.133, 0.008)
H (-1.282, -6.179, 1.081)
H (-0.154, -7.418, 1.690)
H (1.115, -2.093, -0.584)
H (2.636, -1.856, -0.376)
C (6.686, 1.172, -2.066)
C (5.337, 0.491, -1.968)
C (5.005, -0.308, -0.641)
O (5.833, -1.378, -0.480)
C (5.495, -2.137, 0.665)
N (4.417, 1.547, -2.176)
H (7.451, 0.406, -1.938)
H (6.806, 1.978, -1.341)
H (6.791, 1.585, -3.069)
H (5.265, -0.248, -2.765)
H (4.007, -0.688, -0.857)
H (4.953, 0.416, 0.173)
H (6.056, -3.071, 0.692)
H (4.446, -2.432, 0.643)
H (5.729, -1.639, 1.605)
H (4.863, 2.241, -2.758)
H (4.525, 2.067, -1.317)

---

Entry 9:
Density functional theory data (ωB97M-V/def2-TZVPD) for a cluster of 2 separate species, C2H5N2 in total.

Spin multiplicity: 3
Relative energy (zero: lowest compared OMol25 entry of this formula, charge and spin), kcal/mol: 55.69
HOMO (alpha / beta), eV: -11.59 / -15.87
LUMO level (alpha / beta), hartree: -0.2219 / -0.3417
Net charge: +1

Element x y z (Å)
C (-2.823, 0.995, 0.103)
C (2.768, -0.102, 0.030)
N (-2.115, 0.070, -0.052)
N (-1.242, -0.715, 0.072)
H (-3.386, 1.782, -0.389)
H (3.542, 0.497, -0.458)
H (2.625, -1.055, -0.553)
H (2.101, 0.162, 0.798)
H (-1.471, -1.635, 0.448)

---

Entry 10:
Density functional theory data (ωB97M-V/def2-TZVPD) for a structure of composition C34H34BrN5O2S3Tl.

HOMO, eV: -3.89
LUMO level, hartree: 0.0751
Net charge: -1

Element x y z (Å)
Tl (-1.315, -1.370, -2.666)
C (-4.937, -2.713, -1.540)
O (-4.227, -1.486, -1.481)
C (-4.597, -0.593, -0.552)
C (-5.836, -0.592, 0.059)
C (-6.122, 0.381, 1.007)
Br (-7.839, 0.387, 1.830)
C (-5.202, 1.325, 1.373)
C (-3.940, 1.330, 0.763)
C (-3.636, 0.381, -0.227)
O (-2.446, 0.352, -0.850)
C (-2.914, 2.282, 1.173)
N (-1.685, 2.267, 0.720)
C (-1.010, 3.288, 1.360)
C (0.313, 3.703, 1.245)
C (0.713, 4.772, 2.024)
C (-0.172, 5.419, 2.898)
C (-1.491, 5.018, 3.019)
C (-1.889, 3.941, 2.236)
N (-3.093, 3.277, 2.095)
H (-5.050, -3.147, -0.545)
H (-4.327, -3.378, -2.144)
H (-5.917, -2.578, -2.007)
H (-6.577, -1.337, -0.190)
H (-5.451, 2.049, 2.138)
H (-1.843, 1.006, -0.378)
H (0.986, 3.209, 0.553)
H (1.735, 5.125, 1.960)
H (0.182, 6.252, 3.492)
H (-2.179, 5.520, 3.690)
H (-3.948, 3.494, 2.571)
S (0.331, -7.205, 3.100)
C (0.148, -5.781, 2.256)
S (-1.319, -5.502, 1.367)
C (-0.756, -3.888, 0.854)
N (0.425, -3.652, 1.310)
N (0.945, -4.682, 2.088)
C (2.264, -4.395, 2.578)
C (2.804, -3.148, 2.238)
C (4.080, -2.796, 2.641)
C (4.852, -3.666, 3.396)
C (4.316, -4.893, 3.749)
C (3.037, -5.264, 3.351)
S (-1.758, -2.912, -0.100)
H (2.212, -2.465, 1.652)
H (4.470, -1.826, 2.356)
H (5.854, -3.390, 3.700)
H (4.897, -5.585, 4.345)
H (2.654, -6.222, 3.641)
C (-1.170, 3.969, -2.788)
C (0.074, 3.161, -2.507)
C (1.279, 3.807, -2.213)
C (2.416, 3.042, -1.973)
C (3.735, 3.714, -1.670)
C (2.361, 1.654, -2.020)
C (1.157, 0.943, -2.301)
C (0.026, 1.784, -2.546)
N (0.969, -0.391, -2.385)
C (2.061, -1.353, -2.194)
C (2.607, -1.321, -0.754)
C (3.179, -1.201, -3.245)
C (1.500, -2.766, -2.387)
H (-0.982, 5.035, -2.646)
H (-1.986, 3.679, -2.121)
H (-1.516, 3.816, -3.813)
H (1.323, 4.892, -2.174)
H (3.610, 4.792, -1.547)
H (4.452, 3.549, -2.479)
H (4.175, 3.310, -0.755)
H (3.280, 1.124, -1.823)
H (-0.917, 1.304, -2.790)
H (3.038, -0.356, -0.492)
H (3.365, -2.097, -0.601)
H (1.770, -1.514, -0.078)
H (3.759, -0.289, -3.124)
H (2.726, -1.179, -4.240)
H (3.863, -2.054, -3.191)
H (0.736, -2.982, -1.633)
H (2.292, -3.508, -2.268)
H (1.077, -2.882, -3.390)

---

Entry 11:
Density functional theory data (ωB97M-V/def2-TZVPD) for a structure of composition C4H6N2O.

Relative energy (zero: lowest compared OMol25 entry of this formula, charge and spin), kcal/mol: 54.16
HOMO, eV: -10.57
LUMO level, hartree: 0.0260

Element x y z (Å)
C (0.824, 1.458, -0.809)
C (0.187, 0.277, -0.119)
C (-1.153, -0.235, -0.633)
N (-1.246, -1.488, -0.414)
C (0.002, -1.705, 0.299)
N (0.114, -2.082, 1.496)
O (0.966, -0.926, -0.284)
H (0.988, 1.228, -1.868)
H (0.183, 2.343, -0.759)
H (1.798, 1.687, -0.371)
H (-1.951, 0.377, -1.049)
H (0.024, 0.268, 0.986)
H (-0.789, -2.404, 1.830)